(1)
Computed, not measured: an isolated molecule of C2H3FSi, with the ωB97M-V functional and the def2-TZVPD basis.

```
! RIJCOSX wB97M-V def2-TZVPD def2/J DEFGRID3
* xyz 0 1
F 3.05708 -0.26376 -0.03941
C 1.73250 -0.04596 0.10904
C 0.89604 0.97356 0.02434
Si -0.08698 -0.57519 -0.02743
H 0.75808 2.07366 0.09846
H -1.01501 -0.96591 1.04068
H -0.90540 -0.52865 -1.16161
*
```

frontier orbital gap: 10.3 eV
energy above the lowest of the compared OMol25 structures with the same formula, charge and spin: 260.7 kJ/mol
structure (SMILES): FC1=C[SiH2]1
total energy: -12714.4126 eV


(2)
Computed, not measured: the ion C3H5N2O3 with charge -1, with the ωB97M-V functional and the def2-TZVPD basis.

```
! RIJCOSX wB97M-V def2-TZVPD def2/J DEFGRID3
* xyz -1 1
N -1.76034 0.05893 1.27145
C -0.60213 0.67867 0.54190
C 0.33421 -0.44651 0.50693
O 0.44027 -1.13811 1.52717
N 0.93683 -0.74865 -0.70294
C 1.16684 0.32466 -1.70964
O 0.29955 1.20971 -1.85457
O 2.18904 -0.00434 -2.40808
H -1.47721 -0.16111 2.20393
H -2.14190 -0.78794 0.85055
H -0.32461 1.50134 1.18560
H -0.70684 1.03104 -0.62936
H 1.64628 -1.51770 -0.78295
*
```

frontier orbital gap: 8.8 eV
energy above the lowest of the compared OMol25 structures with the same formula, charge and spin: 123.6 kJ/mol
structure (SMILES): NCC(=O)NC(=O)[O-]
total energy: -12316.4231 eV


(3)
Computed, not measured: a cluster of 3 separate species, C13H38FN7O4P2 in total, with the ωB97M-V functional and the def2-TZVPD basis.

```
! RIJCOSX wB97M-V def2-TZVPD def2/J DEFGRID3
* xyz 0 1
C -2.84615 -2.91558 1.05476
N -1.65487 -2.37219 0.42873
C -0.83365 -1.73709 1.46427
P -1.49331 -1.62906 -1.09602
O -0.15114 -2.35118 -1.36871
N -2.27667 -2.52292 -2.33820
C -2.54596 -3.94758 -2.16998
C -1.65358 -2.33331 -3.65260
N -3.03633 -0.79887 -0.78252
C -4.34802 -1.22317 -1.27290
C -2.87197 0.63163 -1.06929
H -3.51332 -2.13495 1.43612
H -2.57784 -3.55759 1.90261
H -3.41575 -3.56147 0.39315
H -1.30356 -0.81685 1.82794
H 0.15717 -1.47661 1.07770
H -0.66518 -2.40731 2.31440
H -1.68068 -4.49121 -1.77240
H -2.83891 -4.42024 -3.11425
H -3.39675 -4.11259 -1.51286
H -0.75409 -2.94977 -3.77096
H -1.37097 -1.28654 -3.80381
H -2.34872 -2.59298 -4.45932
H -4.44069 -1.12624 -2.35647
H -5.13711 -0.59465 -0.82590
H -4.58978 -2.24206 -0.98542
H -2.79002 0.81781 -2.14293
H -1.96429 1.00967 -0.58999
H -3.70800 1.21727 -0.66654
C 3.05723 5.47607 -0.55527
N 1.71779 5.10832 -0.13457
C 1.02166 6.31906 0.31222
P 1.20204 3.70530 0.68320
O -0.07061 3.59477 -0.19167
N 1.85583 2.27445 -0.01028
C 2.31963 2.26574 -1.39422
C 0.99269 1.10438 0.18403
N 2.66513 3.83236 1.68899
C 3.91119 3.09467 1.47883
C 2.28225 3.70779 3.10089
H 3.68252 5.81063 0.27960
H 3.02157 6.29491 -1.28413
H 3.57470 4.67329 -1.07211
H 1.43435 6.68165 1.25992
H -0.04577 6.12752 0.46363
H 1.08734 7.12102 -0.43132
H 1.60958 2.75043 -2.07481
H 2.49621 1.24702 -1.75742
H 3.28646 2.75484 -1.48858
H 0.16705 1.08152 -0.53772
H 0.56425 1.09774 1.19143
H 1.56088 0.17330 0.07579
H 3.79916 2.02407 1.66148
H 4.68543 3.45966 2.17513
H 4.32039 3.24443 0.48417
H 1.99065 2.68402 3.34773
H 1.43451 4.36336 3.32018
H 3.09970 4.01765 3.76414
N 2.25376 -7.22967 1.80664
C 0.78163 -7.58447 1.91749
O 0.38647 -8.67403 1.20182
O -0.22185 -6.81414 2.68681
F -1.01552 -6.30279 1.74507
H 2.72756 -7.17736 2.73469
H 2.41422 -6.38192 1.21966
*
```

frontier orbital gap: 6.6 eV
structure (SMILES): CN(C)P(=O)(N(C)C)N(C)C.CN(C)P(=O)(N(C)C)N(C)C.NC(=O)OF
total energy: -54000.0846 eV


(4)
Computed, not measured: a structure of composition C2HCsFO, with the ωB97M-V functional and the def2-TZVPD basis.

```
! RIJCOSX wB97M-V def2-TZVPD def2/J DEFGRID3
* xyz 1 1
H 0.97272 -1.73043 -0.70483
C 0.14585 -0.26922 0.03896
C 1.28237 -0.96811 0.11730
O -0.87465 0.19859 0.39773
F 2.45089 -0.33282 0.06927
Cs -3.97717 3.10198 0.08157
*
```

frontier orbital gap: 8.1 eV
energy above the lowest of the compared OMol25 structures with the same formula, charge and spin: 74.0 kJ/mol
total energy: -7394.8629 eV


(5)
Computed, not measured: a cluster of 2 separate species, C4H12N2 in total, with the ωB97M-V functional and the def2-TZVPD basis.

```
! RIJCOSX wB97M-V def2-TZVPD def2/J DEFGRID3
* xyz 0 1
C -1.86565 2.76030 1.40846
N -1.31729 1.41183 1.36987
C -1.02771 1.08032 -0.06407
C -0.10015 -0.15006 -0.10423
N 0.26804 -0.71203 -1.39465
C 2.55402 -3.02277 -0.71936
H -1.12373 3.50717 1.22191
H -2.78608 3.03873 0.83273
H -2.01627 2.95911 2.47746
H -0.58112 1.83828 -0.65231
H -1.96513 0.81408 -0.60145
H 2.79435 -3.96429 -1.26057
H -0.55830 -0.82248 0.62101
H 0.82925 0.24724 0.22687
H -0.65813 -0.96050 -1.80842
H 3.40651 -2.32414 -0.84140
H 2.45839 -3.24432 0.34946
H 1.68902 -2.45648 -1.06131
*
```

frontier orbital gap: 4.5 eV
energy above the lowest of the compared OMol25 structures with the same formula, charge and spin: 692.6 kJ/mol
total energy: -7315.8510 eV


(6)
Computed, not measured: a structure of composition C16H16Cl5FNOScSi, with the ωB97M-V functional and the def2-TZVPD basis.

```
! RIJCOSX wB97M-V def2-TZVPD def2/J DEFGRID3
* xyz 0 1
Sc 0.49038 -0.64249 0.70525
C 3.05048 0.28422 -0.42121
Si 2.05860 1.89245 -0.43985
C 2.87849 3.20693 0.59742
C 1.92546 2.47428 -2.21158
N 0.58094 1.34335 0.26341
C -0.60231 2.03152 0.46928
C -0.96543 3.26831 -0.07677
C -2.20324 3.83646 0.18802
C -3.12989 3.19896 1.00118
C -2.80698 1.97143 1.56837
C -1.57255 1.45555 1.28793
F -1.21075 0.22106 1.84538
H 4.02729 0.42844 -0.88643
H 2.57434 -0.51037 -1.01701
H 3.23790 -0.08696 0.59150
H 3.81992 3.53523 0.15099
H 3.08289 2.84500 1.60639
H 2.23032 4.08228 0.68346
H 2.92258 2.58351 -2.64492
H 1.42284 3.43909 -2.29661
H 1.37084 1.75477 -2.81775
H -0.26326 3.77833 -0.72398
H -2.44925 4.79256 -0.25507
H -4.09487 3.64446 1.19641
H -3.49184 1.43527 2.21083
Cl -2.55355 -7.06981 -1.65962
C -2.04947 -5.47184 -1.26927
C -2.98595 -4.44592 -1.14321
Cl -4.65626 -4.78093 -1.37241
C -2.57974 -3.15316 -0.83323
Cl -3.71151 -1.86882 -0.66553
C -1.22619 -2.85507 -0.64251
O -0.81500 -1.64117 -0.37466
C -0.30549 -3.90297 -0.76119
Cl 1.35239 -3.50258 -0.46631
C -0.69787 -5.19485 -1.07373
Cl 0.47870 -6.43972 -1.21279
C 1.56467 -1.37131 2.46699
H 1.80618 -0.57937 3.18629
H 2.51433 -1.86653 2.22593
H 0.98185 -2.11955 3.02060
*
```

frontier orbital gap: 8.6 eV
energy above the lowest of the compared OMol25 structures with the same formula, charge and spin: 17.6 kJ/mol
total energy: -114300.7956 eV


Number 1: HOMO level -0.3648 Ha. Number 2: HOMO level -0.1743 Ha. Number 3: HOMO level -0.2930 Ha. Number 4: HOMO level -0.4478 Ha. Number 5: HOMO level -0.2808 Ha. Number 6: HOMO level -0.3054 Ha.